{"formula": "C57H120ClF9N6O9S3", "method": "ωB97M-V with the def2-TZVPD basis set", "e_above_lowest_ev": 0.0000, "total_charge": 2, "max_force_ev_per_a": 3.762, "lumo_energy_ha": -0.1074, "e_tot_ev": -157895.9218, "species": ["C", "C", "C", "N", "C", "C", "C", "C", "C", "C", "H", "H", "H", "H", "H", "H", "H", "H", "H", "H", "H", "H", "H", "H", "H", "H", "H", "H", "H", "H", "C", "C", "C", "N", "C", "C", "C", "C", "C", "C", "H", "H", "H", "H", "H", "H", "H", "H", "H", "H", "H", "H", "H", "H", "H", "H", "H", "H", "H", "H", "C", "C", "C", "N", "C", "C", "C", "C", "C", "C", "H", "H", "H", "H", "H", "H", "H", "H", "H", "H", "H", "H", "H", "H", "H", "H", "H", "H", "H", "H", "C", "C", "C", "N", "C", "C", "C", "C", "C", "C", "H", "H", "H", "H", "H", "H", "H", "H", "H", "H", "H", "H", "H", "H", "H", "H", "H", "H", "H", "H", "C", "C", "C", "N", "C", "C", "C", "C", "C", "C", "H", "H", "H", "H", "H", "H", "H", "H", "H", "H", "H", "H", "H", "H", "H", "H", "H", "H", "H", "H", "C", "C", "C", "N", "C", "C", "C", "C", "C", "C", "H", "H", "H", "H", "H", "H", "H", "H", "H", "H", "H", "H", "H", "H", "H", "H", "H", "H", "H", "H", "Cl", "C", "F", "F", "F", "S", "O", "O", "O", "C", "F", "F", "F", "S", "O", "O", "O", "C", "F", "F", "F", "S", "O", "O", "O"], "xyz": [[-1.099534, -1.699293, -2.771721], [-0.763932, -3.221029, -2.817786], [-1.077783, -3.928473, -1.459043], [-1.852177, -5.262071, -1.481926], [-1.838322, -5.581824, -0.029476], [-0.442829, -5.892852, 0.476989], [0.305948, -6.899742, -0.410884], [0.248013, -6.468466, -1.813976], [-1.199451, -6.270399, -2.366744], [-3.252676, -5.107864, -2.043991], [-0.379029, -1.159104, -3.373504], [-0.886570, -1.337427, -1.779593], [-2.083536, -1.263564, -3.084425], [0.318912, -3.246953, -3.056210], [-1.290442, -3.697872, -3.643834], [-1.653239, -3.254018, -0.767195], [-0.222781, -4.192207, -0.865388], [-2.330711, -4.783594, 0.510365], [-2.444401, -6.511154, -0.022478], [-0.000915, -4.947118, 0.668200], [-0.682072, -6.301240, 1.500069], [1.318275, -7.097669, -0.103733], [-0.083363, -7.904856, -0.270799], [0.813896, -5.563131, -2.182109], [0.596616, -7.230113, -2.471364], [-1.172844, -5.837347, -3.364994], [-1.718629, -7.212305, -2.317567], [-3.695900, -6.118072, -2.148782], [-3.143005, -4.610101, -2.999406], [-3.825444, -4.471158, -1.421868], [-2.070574, 7.295295, -2.429531], [-1.485880, 7.638990, -3.783787], [-1.780615, 6.530275, -4.881732], [-0.800226, 6.649917, -6.047684], [0.496226, 5.997966, -5.566993], [1.527306, 5.806639, -6.633794], [1.033371, 4.921809, -7.848086], [-0.332388, 5.536295, -8.373602], [-1.287623, 5.814590, -7.198757], [-0.545132, 8.007977, -6.519357], [-3.075030, 6.984862, -2.623883], [-2.053404, 8.204123, -1.848657], [-1.473503, 6.590830, -1.962341], [-0.366250, 7.719987, -3.656784], [-1.726395, 8.662248, -4.154449], [-2.837932, 6.611339, -5.275380], [-1.724881, 5.518985, -4.512199], [0.193094, 5.070547, -5.173666], [0.856142, 6.622197, -4.718826], [2.374343, 5.335142, -6.162398], [1.902705, 6.722382, -7.077773], [0.849950, 3.858341, -7.429229], [1.780002, 4.867380, -8.636485], [-0.911997, 4.909616, -9.046319], [-0.036322, 6.445144, -8.871513], [-1.616565, 4.832783, -6.877885], [-2.233632, 6.386648, -7.469608], [-1.484604, 8.618394, -6.629064], [0.047419, 8.018069, -7.437090], [0.086463, 8.420307, -5.697380], [3.174033, 2.117795, 4.986531], [3.387743, 0.680340, 4.511292], [2.445683, -0.299708, 5.143682], [2.331955, -1.613082, 4.519586], [3.687405, -2.169259, 4.247665], [3.673046, -3.631371, 3.892447], [3.048469, -4.506040, 4.910280], [1.633578, -4.006805, 5.079823], [1.577638, -2.503905, 5.528580], [1.583573, -1.480930, 3.280654], [2.179633, 2.471401, 4.651409], [3.984884, 2.576824, 4.403682], [3.238112, 2.325271, 5.990141], [4.370649, 0.373124, 4.805335], [3.285145, 0.653172, 3.457563], [1.422486, 0.065584, 5.182045], [2.628964, -0.528099, 6.180926], [4.265958, -2.097052, 5.167294], [4.146204, -1.523393, 3.469692], [4.729371, -3.834995, 3.547591], [3.127615, -3.764162, 2.941196], [3.678557, -4.548095, 5.834144], [3.025800, -5.507345, 4.464018], [1.079864, -4.649118, 5.792663], [1.033972, -4.177098, 4.219346], [2.159534, -2.384713, 6.485574], [0.618787, -2.055518, 5.605287], [1.679501, -2.395040, 2.722061], [1.872849, -0.653379, 2.627138], [0.574234, -1.316080, 3.562637], [4.088092, 3.213258, -0.952292], [3.768586, 1.985534, -1.766941], [4.052843, 2.326716, -3.209293], [4.837522, 1.177421, -3.937168], [6.116900, 0.835121, -3.293255], [7.050622, 0.075881, -4.174958], [7.343778, 0.753707, -5.500108], [5.990307, 1.058449, -6.181750], [5.079536, 1.857633, -5.292262], [3.996371, -0.016051, -4.094817], [5.096524, 3.603699, -1.151962], [4.149228, 2.969364, 0.079938], [3.383072, 3.997968, -1.052546], [2.716725, 1.562370, -1.663393], [4.462865, 1.264910, -1.393502], [4.726742, 3.160623, -3.278267], [3.152266, 2.539039, -3.774068], [6.598394, 1.751674, -2.934326], [5.684297, 0.295484, -2.443951], [7.936866, 0.021605, -3.603342], [6.812679, -0.982623, -4.487583], [7.898666, 1.675249, -5.484423], [8.007976, 0.050597, -6.069906], [6.155847, 1.528568, -7.165668], [5.571643, 0.103012, -6.469574], [5.500421, 2.869836, -5.214531], [4.080495, 1.958363, -5.750811], [3.661952, -0.305567, -3.108704], [4.529550, -0.840571, -4.579303], [3.209304, 0.267722, -4.725201], [-3.130579, -1.431417, 9.637554], [-3.811089, -1.796803, 8.332735], [-2.883939, -1.673119, 7.102607], [-3.537454, -2.008510, 5.786472], [-4.523146, -3.145149, 5.797821], [-3.817005, -4.402439, 6.207822], [-2.609895, -4.717182, 5.307975], [-1.600364, -3.569192, 5.140472], [-2.376745, -2.287182, 4.882867], [-4.280085, -0.807694, 5.165791], [-3.826407, -1.608940, 10.416378], [-3.000146, -0.347889, 9.619866], [-2.204887, -1.910124, 9.948108], [-4.613380, -1.057642, 8.261848], [-4.304503, -2.708283, 8.185170], [-2.057895, -2.291714, 7.157548], [-2.498014, -0.643395, 6.954146], [-5.406943, -2.884886, 6.415561], [-4.762883, -3.296038, 4.723934], [-3.601588, -4.425218, 7.266700], [-4.532153, -5.232425, 6.135010], [-2.123153, -5.639488, 5.700340], [-2.971846, -4.895607, 4.282226], [-0.843539, -3.396537, 5.970749], [-1.130067, -3.746643, 4.132515], [-1.676319, -1.455922, 4.891280], [-2.839284, -2.377047, 3.931784], [-3.605922, 0.066721, 5.135054], [-5.143342, -0.749234, 5.842802], [-4.571443, -1.163996, 4.186899], [-5.220927, 1.446251, -1.384040], [-4.336304, 1.212450, -0.165412], [-3.573598, 2.407130, 0.280224], [-2.322752, 2.102794, 1.018801], [-1.514945, 1.025631, 0.327840], [-0.152673, 0.900906, 1.058345], [0.702445, 2.167138, 1.204110], [-0.140792, 3.189590, 1.850061], [-1.425625, 3.334222, 1.066955], [-2.804541, 1.754943, 2.446978], [-4.684793, 2.041262, -2.149469], [-6.065094, 2.143043, -1.100292], [-5.599243, 0.551579, -1.766288], [-3.719414, 0.342515, -0.494085], [-4.908346, 0.824559, 0.631871], [-4.186220, 3.139180, 0.968070], [-3.287720, 3.117126, -0.529257], [-1.400307, 1.351883, -0.705182], [-2.125592, 0.145050, 0.399980], [0.282497, 0.079193, 0.503538], [-0.420640, 0.511957, 2.061059], [1.118290, 2.387958, 0.245210], [1.628482, 2.077820, 1.765757], [0.440088, 4.171202, 1.793228], [-0.361941, 2.958366, 2.942493], [-1.215015, 3.643209, 0.038286], [-2.071073, 4.070220, 1.481568], [-2.958012, 2.709041, 2.981779], [-2.029778, 1.120410, 2.951917], [-3.810591, 1.362548, 2.301052], [-0.727675, 0.753698, 5.310330], [2.493063, -2.528321, -0.621116], [2.795335, -3.773800, -1.139801], [1.914054, -1.802827, -1.644038], [1.548616, -2.870546, 0.262859], [3.791698, -1.382648, 0.114205], [4.378498, -2.213196, 1.138236], [4.667618, -1.119791, -1.020989], [2.921689, -0.308543, 0.581420], [-5.780974, -3.883915, 0.945747], [-6.052190, -3.891435, -0.322335], [-6.921282, -3.654673, 1.593000], [-5.261546, -5.089680, 1.325552], [-4.369077, -2.730277, 1.361424], [-4.001838, -2.183915, 0.057358], [-4.985387, -1.793522, 2.258426], [-3.267085, -3.499213, 1.983314], [-1.071744, 2.115691, -4.381179], [-2.110204, 1.650735, -3.647122], [-0.614602, 1.064619, -5.067025], [-1.491566, 2.998560, -5.289008], [0.221273, 2.796822, -3.233086], [-0.529659, 3.784690, -2.528781], [0.598966, 1.592745, -2.545249], [1.230800, 3.377246, -4.116137]], "atomic_forces_ev_per_a": [[-0.1, 0.4, -0.3], [-0.2, 0.5, 0.4], [-0.9, 0.9, -0.5], [-0.7, 1.9, -1.0], [-0.9, -2.6, -0.8], [-1.3, -1.3, 1.7], [0.0, 0.4, 1.5], [-0.6, 1.0, -3.4], [2.1, 0.7, 1.7], [0.9, -0.6, 0.1], [0.2, 0.0, -0.3], [-0.1, 0.2, 0.6], [0.5, -1.2, 0.3], [-0.6, -0.4, 0.3], [0.0, -0.1, 0.0], [0.1, -0.6, -0.9], [0.6, 0.4, -0.6], [-0.1, 0.0, 0.1], [0.1, 0.4, 0.6], [1.2, 0.5, 0.1], [0.6, 0.1, -0.8], [0.7, 0.6, 0.3], [-0.8, -0.1, -0.2], [-0.2, -0.8, 1.2], [0.7, -0.9, -0.4], [-0.1, -0.3, 0.0], [-0.6, -0.2, 0.0], [0.2, 0.7, 0.1], [-0.1, -0.2, -0.3], [-0.6, 0.5, 0.8], [-0.6, 1.9, -1.6], [1.8, -0.2, -1.3], [-0.9, 2.0, 0.0], [0.5, -2.2, -0.2], [0.0, 1.7, 0.3], [-0.1, -0.6, -1.8], [-1.7, -1.0, 1.8], [1.2, 0.2, 1.4], [-1.9, 0.6, -0.9], [0.2, 1.7, 1.2], [-0.8, -0.4, 0.6], [-0.3, 0.2, 0.4], [0.8, -1.7, 0.9], [-1.0, -0.3, -0.1], [-0.5, -0.9, 0.2], [1.2, 0.3, 0.2], [0.5, -0.2, 0.3], [-0.2, -1.2, 0.5], [-0.1, -0.5, -0.7], [0.3, -0.2, 0.2], [0.0, 0.5, 0.3], [0.3, 1.5, -0.8], [0.0, 0.0, 0.0], [0.3, -0.1, -0.2], [-0.3, 0.4, -0.5], [0.0, 0.0, 0.8], [1.1, -0.9, -0.3], [0.9, -0.8, 0.1], [-0.3, -0.2, 0.2], [-0.5, 0.3, -0.9], [-0.4, -0.5, -3.6], [-0.4, -0.3, 1.9], [-1.2, 0.8, 1.0], [0.6, -1.0, 0.5], [0.6, 0.1, -0.1], [1.5, 0.7, -2.7], [0.6, -0.7, 0.2], [-0.7, 0.4, 2.1], [2.3, -1.2, -0.4], [-0.4, -0.2, -1.0], [0.5, 0.0, 0.0], [-0.4, 0.9, 0.5], [0.5, 0.1, 2.4], [0.9, 0.0, -0.3], [0.1, 0.0, -1.2], [-0.1, 0.4, -0.2], [0.8, 0.4, 0.5], [0.0, 0.4, 0.2], [-0.3, -0.7, 0.4], [-0.9, -0.2, 0.8], [0.1, 0.1, 0.2], [-0.8, 0.1, -0.4], [0.0, 0.0, 0.5], [0.4, 0.6, 0.2], [-0.1, 0.2, -1.3], [-0.7, -0.2, -0.9], [-0.9, 0.3, 0.2], [-0.1, -0.2, -0.3], [0.5, -0.2, 0.4], [-1.1, 0.2, 0.1], [0.5, 0.0, 0.4], [-1.0, 0.0, -0.2], [0.6, -1.7, 0.2], [-0.4, 3.1, -2.1], [-1.2, -0.2, 1.2], [0.2, -1.0, -1.1], [-0.1, -0.4, -1.0], [1.2, -1.0, -1.0], [-0.4, -0.5, -0.9], [0.7, -0.5, 0.3], [-0.3, -0.1, -0.4], [-0.3, -0.3, 1.1], [-0.7, 0.9, -0.3], [1.4, 0.7, 0.1], [0.2, -0.8, 0.0], [0.3, 0.4, 0.0], [0.0, -0.2, -0.2], [-0.2, 0.0, -0.1], [1.3, -0.3, 0.2], [1.2, -0.4, 0.6], [-0.4, 1.0, 1.0], [0.4, 0.5, 0.7], [-0.9, 0.6, 0.1], [-0.2, 0.3, 0.5], [-0.5, -0.3, 0.1], [-0.1, -0.3, 0.7], [0.4, 0.0, 0.2], [-0.2, -0.2, 0.1], [0.1, 0.3, 0.3], [-1.4, 0.3, -0.7], [0.0, 0.3, -0.2], [0.9, 1.7, -1.4], [-2.1, 2.3, 0.4], [0.4, 1.3, -0.1], [0.6, -0.2, -0.8], [-0.3, -1.1, 0.1], [0.4, -0.5, 0.5], [-0.2, 0.1, -0.1], [0.2, -0.5, -0.3], [0.4, -1.1, 1.4], [-0.7, -0.2, 0.9], [0.4, -0.1, 0.1], [0.1, -0.2, -0.5], [-0.1, 0.1, -0.3], [-0.5, -1.7, 0.9], [1.5, -1.4, 0.6], [-0.1, -0.5, 0.2], [0.6, -0.1, -0.6], [-0.4, 0.4, 0.6], [0.6, 0.3, 0.3], [0.0, 0.1, -0.3], [-0.3, 0.6, -0.5], [-0.1, -0.2, 0.4], [-1.0, -0.7, -1.1], [0.2, 0.2, 1.2], [-0.4, 0.5, 0.2], [-0.2, 0.0, -1.1], [-0.4, -0.4, 0.2], [0.1, 0.8, -0.5], [-0.2, 0.3, -0.2], [-0.3, 3.6, 1.0], [0.4, -1.4, -1.7], [-0.3, 3.3, 0.1], [0.4, 0.4, 1.0], [0.6, 1.3, 1.2], [-0.9, -1.2, 0.4], [0.3, -1.8, -0.1], [-0.1, 1.8, 0.9], [-0.6, 0.3, -0.3], [0.9, 0.1, -0.5], [0.0, -0.7, 0.1], [0.5, -0.9, -0.3], [-0.6, -1.3, -0.6], [0.0, 0.9, 0.5], [-0.8, -0.5, 0.9], [0.9, -1.6, -1.1], [-0.1, -0.9, 0.0], [0.0, 0.0, -0.1], [0.3, -0.7, 0.0], [0.8, -0.1, 0.1], [0.5, 0.0, -0.3], [-0.3, 0.8, -1.0], [-0.1, -0.9, 0.5], [-1.1, -0.9, 0.3], [0.4, 0.2, -1.2], [0.0, -0.4, -0.1], [-0.4, 0.9, 0.5], [0.5, -0.4, -0.2], [-1.2, 0.5, -0.2], [0.4, -0.7, 0.4], [-0.3, 0.0, -0.2], [-0.4, -0.7, -1.4], [0.8, 1.6, 0.0], [0.2, -0.9, 0.8], [-0.5, 0.8, 0.5], [0.0, -1.0, -0.3], [-0.1, 0.2, 0.2], [-0.7, 0.3, 0.5], [0.7, -0.3, -0.4], [1.1, -0.5, 1.7], [-0.1, -0.3, -1.4], [0.5, -0.1, 0.2], [-1.0, -0.2, -0.4], [1.4, 0.6, -0.5], [0.0, -0.4, 0.3], [-0.3, 0.6, 0.6], [-1.3, 0.2, -0.6], [0.5, -0.9, 0.6], [0.1, 0.6, -0.4], [0.3, -0.1, -0.2], [-0.5, 0.5, 0.0], [0.1, -0.4, -1.8], [-0.7, 0.9, 1.1], [0.2, -0.1, 0.5], [-0.2, -0.4, 0.1]]}

{"formula": "C22H17N5O4", "method": "ωB97M-V with the def2-TZVPD basis set", "e_above_lowest_ev": 7.8205, "total_charge": 0, "max_force_ev_per_a": 3.211, "lumo_energy_ha": -0.0548, "e_tot_ev": -38723.5780, "species": ["C", "C", "C", "C", "C", "C", "N", "C", "C", "C", "C", "C", "C", "C", "C", "C", "O", "C", "C", "H", "H", "H", "H", "H", "H", "H", "H", "H", "H", "H", "H", "H", "C", "O", "C", "N", "C", "N", "O", "N", "O", "C", "C", "N", "H", "H", "H", "H"], "xyz": [[-1.141048, -4.885431, -3.368721], [0.230068, -4.588273, -3.321405], [0.767009, -3.937458, -2.206359], [-0.036463, -3.613173, -1.094702], [0.613361, -2.881205, 0.075572], [-0.065488, -2.767592, 1.319656], [0.243682, -1.742404, 2.207415], [1.442907, -1.074171, 2.212332], [1.769447, -0.137246, 3.195316], [0.792172, 0.210342, 4.195326], [1.131566, 1.119275, 5.221182], [2.408152, 1.663660, 5.298539], [3.363041, 1.364837, 4.298831], [3.041034, 0.510882, 3.249914], [-0.469619, -0.412512, 4.076777], [-0.717389, -1.365462, 3.132914], [1.741710, -2.396683, -0.148698], [-1.420550, -3.833913, -1.191898], [-1.961298, -4.516722, -2.295197], [-1.561971, -5.391139, -4.235568], [0.881392, -4.866419, -4.145678], [1.816125, -3.637303, -2.212913], [-1.084592, -3.149600, 1.425823], [2.119789, -1.290055, 1.396204], [0.360894, 1.376817, 5.959480], [2.673072, 2.330975, 6.120665], [4.359322, 1.812064, 4.358176], [3.748691, 0.299174, 2.443469], [-1.274824, -0.149381, 4.763965], [-1.678530, -1.855565, 3.001437], [-2.071542, -3.427049, -0.417655], [-3.023167, -4.756640, -2.305810], [4.359736, -4.642459, 3.252967], [3.732946, -5.342421, 4.348849], [2.402956, -5.407731, 4.289478], [1.835223, -6.184662, 5.223661], [0.530418, -6.279033, 5.155291], [-0.297468, -7.159506, 5.832437], [-1.512890, -7.042670, 5.234032], [-1.457944, -6.049968, 4.114560], [-2.463499, -5.871851, 3.465475], [-0.186927, -5.561099, 4.123196], [0.508937, -4.906298, 3.103835], [1.816414, -4.726862, 3.297022], [5.408443, -4.603244, 3.540237], [4.239522, -5.206931, 2.323140], [3.940552, -3.638508, 3.138035], [-0.025723, -4.633429, 2.192121]], "atomic_forces_ev_per_a": [[0.2, 0.1, 0.5], [-0.4, 0.2, 0.5], [-0.1, -0.2, 0.0], [-0.4, 0.2, -0.4], [0.4, 0.0, -0.5], [-0.8, 0.7, -1.4], [1.3, 0.6, 0.2], [-0.7, -0.6, -0.3], [-0.6, 1.0, 1.2], [0.9, -0.1, -0.6], [0.3, 0.3, 0.3], [-0.7, -0.3, -0.1], [-0.2, -0.5, -0.6], [0.1, 0.1, 0.2], [-0.6, -0.5, 0.0], [0.1, 0.4, 0.3], [-0.3, 0.0, 0.2], [0.4, -0.3, -0.2], [0.4, 0.2, 0.1], [0.1, 0.1, 0.2], [-0.1, 0.1, 0.1], [-0.3, -0.2, 0.2], [0.4, 0.3, -0.1], [-0.2, -0.4, 0.1], [0.4, -0.1, -0.3], [-0.1, -0.2, -0.3], [-0.4, -0.2, -0.1], [-0.1, 0.1, 0.4], [0.2, -0.1, -0.2], [0.2, 0.1, 0.2], [0.0, -0.4, -0.2], [0.2, 0.2, -0.1], [0.3, 0.0, 0.2], [-0.5, 0.2, -0.3], [-0.1, -1.0, 2.2], [2.2, 0.7, -0.5], [-3.0, -1.2, 0.1], [1.7, 1.9, -1.5], [0.2, 1.7, -1.4], [0.2, -0.9, 1.1], [0.7, 0.1, 0.3], [-1.3, -2.0, 0.8], [1.0, -0.3, 0.9], [-2.1, -0.1, -1.9], [0.0, 0.1, -0.1], [0.0, 0.2, 0.2], [0.2, -0.2, 0.0], [0.7, 0.2, 0.4]]}